#i
Molecular formula: C5H7NS2
Method: DFT, ωB97M-V with the def2-TZVPD basis set

The geometry in XYZ format:
```
15
Properties=species:S:1:pos:R:3
C 0.12 -0.70 -1.13
C -1.05 -0.91 0.94
C 0.00 0.20 1.12
C 0.81 1.68 -0.46
C 0.89 0.18 -0.14
H -1.54 -1.83 -0.96
H -0.81 -1.78 1.55
H -2.09 -0.57 1.17
H 0.49 0.10 2.07
H 0.54 1.91 -1.51
H 1.72 2.22 -0.17
H 1.88 -0.24 -0.03
N -0.91 -1.24 -0.47
S 0.50 -0.91 -2.72
S -0.55 1.90 0.75
```

Results
Frontier orbital gap: 9.016 eV
LUMO energy: 0.631 eV

Results of the natural (NBO) charge analysis, in e, for atoms 1 through 6: C 0.137; C -0.227; C -0.323; C -0.479; C -0.314; H 0.414

#ii
Molecular formula: C5H7NS2
Method: DFT, ωB97M-V with the def2-TZVPD basis set

The geometry in XYZ format:
```
15
Properties=species:S:1:pos:R:3
C 0.74 0.48 0.36
C -0.52 1.30 0.01
C -1.67 0.38 0.26
C -1.55 -0.89 0.01
C 0.88 -0.90 -0.39
H 3.20 0.65 -0.65
H 0.88 0.21 1.44
H -0.28 1.65 -1.05
H -0.58 2.20 0.60
H -2.63 0.62 0.54
H -2.26 -1.73 0.21
H -0.25 -2.37 -0.55
N -0.34 -1.41 -0.42
S 2.19 1.63 0.13
S 2.19 -1.83 -0.51
```

Results
Frontier orbital gap: 8.758 eV
SMILES string: S=C1NC=CC[C@@H]1S
LUMO energy: 0.056 eV

Results of the natural (NBO) charge analysis, in e, for atoms 1 through 6: C -0.379; C -0.462; C -0.243; C -0.009; C 0.102; H 0.189

Relative energy table, unit kcal/mol: #i 0.0; #ii 38.0

#i
Molecular formula: CH2N2O2S2
Method: DFT, ωB97M-V with the def2-TZVPD basis set

The geometry in XYZ format:
```
9
Properties=species:S:1:pos:R:3
C 2.96 -0.69 -2.29
N 2.70 -0.68 -1.14
N 0.17 -0.18 -0.97
O 1.61 0.19 0.91
O 1.86 1.70 -1.10
S 3.36 -0.55 -3.77
S 1.62 0.45 -0.49
H -0.27 -0.51 -0.03
H -0.42 0.49 -1.31
```

Results
Frontier orbital gap: 10.097 eV
SMILES string: NS(=O)(=O)N=C=S
LUMO energy: -0.183 eV

Results of the natural (NBO) charge analysis, in e, for atoms 1 through 6: C 0.246; N -0.737; N -1.061; O -0.917; O -0.896; S 0.133

#ii
Molecular formula: CH2N2O2S2
Method: DFT, ωB97M-V with the def2-TZVPD basis set

The geometry in XYZ format:
```
9
Properties=species:S:1:pos:R:3
C -0.31 1.38 -0.26
N -0.69 1.13 0.86
N -0.18 0.73 2.06
O -0.97 0.23 2.85
O 1.00 0.94 2.25
S -0.40 1.70 -1.75
S 0.06 -1.88 -1.67
H 1.32 -1.28 -1.85
H 0.17 -2.93 -2.49
```

Results
Frontier orbital gap: 8.886 eV
SMILES string: O=[N+]([O-])N=C=S.S
LUMO energy: -1.035 eV

Results of the natural (NBO) charge analysis, in e, for atoms 1 through 6: C 0.214; N -0.377; N 0.634; O -0.328; O -0.350; S 0.207

Relative energy table, unit kcal/mol: #i 0.0; #ii 85.6

#i
Molecular formula: C3H6N3O3
Method: DFT, ωB97M-V with the def2-TZVPD basis set

The geometry in XYZ format:
```
15
Properties=species:S:1:pos:R:3
C 0.99 1.45 1.03
C -1.26 0.85 -0.60
C -0.45 -0.27 -0.20
N -0.83 -1.46 -0.69
N 0.64 -0.03 0.49
N 0.02 -2.51 -0.68
O 1.17 -2.36 -0.27
O -0.09 2.04 1.58
O -0.48 -3.56 -1.11
H 1.78 1.18 1.71
H -1.47 1.39 0.29
H -2.18 0.64 -1.20
H -0.61 1.56 -1.00
H 1.39 1.86 0.07
H 1.38 -0.77 0.59
```

Results
Frontier orbital gap: 8.008 eV
Total charge: -1
SMILES string: C/C(=N/[N+](=O)[O-])NC[O-]
LUMO energy: 4.054 eV

Results of the natural (NBO) charge analysis, in e, for atoms 1 through 6: C 0.147; C -0.713; C 0.485; N -0.469; N -0.590; N 0.617

#ii
Molecular formula: C3H6N3O3
Method: DFT, ωB97M-V with the def2-TZVPD basis set

The geometry in XYZ format:
```
15
Properties=species:S:1:pos:R:3
C 0.84 -0.30 -0.88
C -1.32 0.47 0.12
C 0.89 1.88 0.44
N -1.24 -3.48 -0.41
N 0.13 0.70 -0.01
N -0.35 -3.03 0.09
O 0.19 -1.24 -1.32
O 1.98 0.00 -1.14
O 0.42 -2.78 0.93
H -1.46 0.50 1.19
H -1.77 1.39 -0.27
H -1.39 -0.38 -0.40
H 1.80 1.40 0.48
H 0.83 2.80 -0.31
H 0.45 2.07 1.49
```

Results
Frontier orbital gap: 7.805 eV
Total charge: -1
LUMO energy: 4.036 eV

Results of the natural (NBO) charge analysis, in e, for atoms 1 through 6: C 0.879; C -0.420; C -0.403; N -0.135; N -0.523; N 0.470

Relative energy table, unit kcal/mol: #i 31.3; #ii 0.0

#i
Molecular formula: C6H14N2O2S
Method: DFT, ωB97M-V with the def2-TZVPD basis set

The geometry in XYZ format:
```
25
Properties=species:S:1:pos:R:3
C -1.42 0.93 0.92
C 3.61 0.20 -1.81
C 2.25 1.93 -0.47
C -4.62 -0.58 0.10
C -2.41 -1.10 -0.88
C 2.28 0.82 -1.48
N -2.71 0.50 0.92
N -3.25 -0.29 0.02
O 1.66 -1.40 0.07
O -0.60 0.80 -0.07
S 1.10 -0.57 -0.97
H -1.10 1.28 1.96
H 4.18 1.00 -2.32
H 4.08 -0.32 -1.05
H 3.41 -0.48 -2.56
H 1.27 1.95 -0.09
H 2.57 2.83 -1.07
H 3.15 1.94 0.17
H -5.03 -0.24 -0.94
H -4.79 -1.63 0.04
H -5.17 -0.01 0.95
H -3.11 -1.54 -1.54
H -1.75 -0.48 -1.39
H -1.91 -1.99 -0.34
H 1.74 1.03 -2.35
```

Results
Frontier orbital gap (alpha / beta): 6.279 / 8.506 eV
LUMO energy (alpha / beta): -0.894 / 0.382 eV

Results of the natural (NBO) charge analysis, in e, for atoms 1 through 6: C 0.402; C -0.617; C -0.642; C -0.414; C -0.441; C -0.361

#ii
Molecular formula: C6H14N2O2S
Method: DFT, ωB97M-V with the def2-TZVPD basis set

The geometry in XYZ format:
```
25
Properties=species:S:1:pos:R:3
C 3.03 -1.66 0.57
C -2.29 -1.03 -1.40
C -1.23 -0.87 0.79
C 1.82 1.92 1.28
C 0.28 -0.72 -1.22
C -1.11 -0.43 -0.65
N 2.65 -0.93 -0.46
N 1.12 -0.16 -0.30
O 2.45 -2.15 1.48
O 2.64 1.76 -1.09
S 1.35 1.53 -0.49
H 4.14 -2.00 0.46
H -2.18 -2.14 -1.18
H -3.26 -0.83 -0.99
H -2.21 -0.86 -2.47
H -1.98 -0.31 1.39
H -0.37 -0.96 1.47
H -1.66 -1.89 0.78
H 2.85 1.48 1.27
H 1.09 1.58 2.02
H 1.86 3.00 1.32
H 0.50 -1.84 -1.25
H 0.49 -0.43 -2.30
H -1.12 0.62 -0.54
H 3.25 -0.33 -1.06
```

Results
Frontier orbital gap: 9.987 eV
LUMO energy: 0.521 eV

Results of the natural (NBO) charge analysis, in e, for atoms 1 through 6: C 0.525; C -0.599; C -0.622; C -0.803; C -0.253; C -0.243

Relative energy table, unit kcal/mol: #i 34.3; #ii 0.0

#i
Molecular formula: C2H6N2S
Method: DFT, ωB97M-V with the def2-TZVPD basis set

The geometry in XYZ format:
```
11
Properties=species:S:1:pos:R:3
C -1.79 0.08 0.21
C 0.98 -0.40 -0.13
H -1.82 0.92 -0.53
H -2.65 -0.52 -0.01
H -1.54 0.34 1.20
H 1.94 1.34 -0.05
H 0.47 1.49 -0.89
H 1.89 -2.06 0.37
N 0.99 1.03 -0.08
N 2.01 -1.03 0.14
S -0.48 -1.21 -0.23
```

Results
Frontier orbital gap: 9.654 eV
SMILES string: [H]/N=C(/N)SC
LUMO energy: 0.759 eV

Results of the natural (NBO) charge analysis, in e, for atoms 1 through 6: C -0.696; C 0.215; H 0.216; H 0.226; H 0.231; H 0.391

#ii
Molecular formula: C2H6N2S
Method: DFT, ωB97M-V with the def2-TZVPD basis set

The geometry in XYZ format:
```
11
Properties=species:S:1:pos:R:3
C -1.37 -0.65 -0.39
C -0.09 0.13 -0.33
H -2.59 -0.21 -0.45
H -1.02 -1.60 -1.11
H -1.20 -1.41 0.52
H 1.05 1.27 0.68
H -0.54 0.36 2.89
H -0.25 2.09 2.51
N 0.06 0.82 0.68
N -0.71 1.10 2.04
S 1.12 -0.68 -1.23
```

Results
Frontier orbital gap: 7.980 eV
SMILES string: CC(=S)NN
LUMO energy: 0.035 eV

Results of the natural (NBO) charge analysis, in e, for atoms 1 through 6: C -0.747; C 0.135; H 0.255; H 0.276; H 0.239; H 0.396

#iii
Molecular formula: C2H6N2S
Method: DFT, ωB97M-V with the def2-TZVPD basis set

The geometry in XYZ format:
```
11
Properties=species:S:1:pos:R:3
C 1.44 0.48 -0.01
C -1.79 -0.24 0.51
H 1.32 1.24 -0.74
H 1.38 1.13 0.94
H 2.43 0.04 0.12
H 0.90 -1.28 -0.73
H -0.82 -0.19 -1.24
H -1.51 -0.41 1.52
N 0.59 -0.68 0.02
N -0.66 -0.19 -0.28
S -3.27 0.09 -0.12
```

Results
Frontier orbital gap: 9.194 eV
SMILES string: CNNC=S
LUMO energy: 0.609 eV

Results of the natural (NBO) charge analysis, in e, for atoms 1 through 6: C -0.431; C -0.061; H 0.189; H 0.194; H 0.203; H 0.351

Relative energy table, unit kcal/mol: #i 0.0; #ii 104.7; #iii 30.3

#i
Molecular formula: C3H7N4
Method: DFT, ωB97M-V with the def2-TZVPD basis set

The geometry in XYZ format:
```
14
Properties=species:S:1:pos:R:3
C 1.40 0.83 -0.49
C -1.17 -1.37 -0.56
C -0.80 0.81 0.59
N 2.79 -0.91 0.34
N 2.03 -0.08 0.01
N -1.56 -0.24 -0.05
N 0.12 1.27 -0.48
H -1.84 -2.00 -1.09
H -0.10 -1.79 -0.45
H -1.48 1.49 0.91
H -0.41 0.62 1.55
H 3.70 -0.76 0.90
H -2.53 0.03 -0.11
H -0.13 2.08 -1.07
```

Results
Frontier orbital gap: 6.270 eV
Total charge: +1
LUMO energy: -5.657 eV

Results of the natural (NBO) charge analysis, in e, for atoms 1 through 6: C 0.224; C 0.152; C -0.095; N -0.429; N -0.043; N -0.400

#ii
Molecular formula: C3H7N4
Method: DFT, ωB97M-V with the def2-TZVPD basis set

The geometry in XYZ format:
```
14
Properties=species:S:1:pos:R:3
C 1.36 0.60 -1.40
C -0.63 -0.02 -0.30
C 0.43 -0.14 1.90
N 1.63 0.26 -0.19
N 0.12 0.40 -1.77
N 0.42 -0.13 0.45
N -1.87 -0.35 -0.29
H 2.05 0.86 -2.10
H -0.41 0.34 2.36
H 0.56 -1.25 2.25
H 1.26 0.36 2.31
H -0.38 0.54 -2.64
H -2.33 -0.56 -1.12
H -2.22 -0.92 0.54
```

Results
Frontier orbital gap: 10.528 eV
Total charge: +1
SMILES string: Cn1nc[nH]c1=[NH2+]
LUMO energy: -3.531 eV

Results of the natural (NBO) charge analysis, in e, for atoms 1 through 6: C 0.237; C 0.676; C -0.434; N -0.258; N -0.561; N -0.207

Relative energy table, unit kcal/mol: #i 80.5; #ii 0.0